# 1
C24H30FeN4Se2 | ωB97M-V/def2-TZVPD

Element x y z (Å)
Fe 0.5312 0.3342 0.3281
C 0.1083 -3.2491 2.7165
C -0.6439 -2.7807 3.7826
C -1.0459 -1.4542 3.7859
C -0.6664 -0.6312 2.7391
N 0.1159 -1.0706 1.7319
C 0.4617 -2.3618 1.7172
C -1.1333 0.7634 2.5838
C -1.8898 1.4995 3.4831
C -2.2000 2.8106 3.1572
C -1.7494 3.3694 1.9693
C -1.0000 2.5787 1.1135
N -0.7395 1.3071 1.4309
C -0.4229 2.9757 -0.1913
C -0.6629 4.1996 -0.7851
C -0.1882 4.4307 -2.0692
C 0.4868 3.4169 -2.7220
C 0.7064 2.2236 -2.0508
N 0.2952 2.0090 -0.8007
H 0.4242 -4.2808 2.6562
H -0.9320 -3.4406 4.5895
H -1.6671 -1.0761 4.5850
H 1.0544 -2.6806 0.8697
H -2.2264 1.0794 4.4195
H -2.7875 3.4081 3.8414
H -1.9785 4.3981 1.7328
H -1.2325 4.9597 -0.2699
H -0.3659 5.3811 -2.5539
H 0.8517 3.5378 -3.7317
H 1.2487 1.4183 -2.5256
C 3.4014 2.5890 0.9554
Se 2.2638 1.2932 1.8457
C 3.4117 -0.2811 1.8275
C 3.9427 -0.6145 0.4445
Se 2.5718 -0.4800 -0.9322
C 2.4295 -2.2821 -1.6383
H 4.3081 2.7003 1.5438
H 2.8569 3.5304 0.9476
H 3.6267 2.2910 -0.0655
H 2.7482 -1.0528 2.2143
H 4.2289 -0.1486 2.5353
H 4.4290 -1.5877 0.4088
H 4.6734 0.1288 0.1320
H 3.3878 -2.5819 -2.0519
H 1.6905 -2.2287 -2.4340
H 2.1076 -2.9856 -0.8760
C -1.4456 -2.2070 -3.8886
C -2.2109 -1.9970 -2.5754
C -3.4760 -1.1608 -2.8098
C -2.5582 -3.3429 -1.9257
C -1.3323 -1.2481 -1.6420
N -0.6572 -0.6679 -0.9202
H -2.0919 -2.7437 -4.5826
H -0.5466 -2.8050 -3.7346
H -1.1705 -1.2561 -4.3452
H -4.1282 -1.7090 -3.4892
H -3.2381 -0.1988 -3.2637
H -4.0165 -0.9890 -1.8791
H -3.2002 -3.8994 -2.6079
H -3.0950 -3.2033 -0.9873
H -1.6631 -3.9371 -1.7385

Values from the calculation:
net charge: +2
HOMO level: -14.6 eV

Charges in e, computed with Löwdin, in the same order as the atoms:
1 Fe 0.070
2 C -0.010
3 C -0.006
4 C 0.031
5 C -0.176
6 N 0.015
7 C -0.096
8 C -0.179
9 C 0.039
10 C 0.003
11 C 0.038
12 C -0.171
13 N 0.027
14 C -0.180
15 C 0.026
16 C -0.009
17 C -0.012
18 C -0.105
19 N 0.021
20 H 0.124
21 H 0.129
22 H 0.124
23 H 0.096
24 H 0.125
25 H 0.131
26 H 0.124
27 H 0.123
28 H 0.129
29 H 0.124
30 H 0.080
31 C -0.315
32 Se 1.080
33 C -0.477
34 C -0.468
35 Se 1.041
36 C -0.322
37 H 0.047
38 H 0.036
39 H 0.026
40 H 0.048
41 H 0.088
42 H 0.092
43 H 0.061
44 H 0.043
45 H 0.017
46 H 0.018
47 C -0.027
48 C -0.577
49 C -0.027
50 C -0.027
51 C -0.043
52 N 0.185
53 H 0.103
54 H 0.084
55 H 0.095
56 H 0.102
57 H 0.094
58 H 0.095
59 H 0.103
60 H 0.095
61 H 0.091

---

# 2
C24H30N2O5 | ωB97M-V/def2-TZVPD

Element x y z (Å)
C -1.0196 -6.1694 -0.7524
C 0.0552 -5.4583 -0.0112
C 1.3287 -5.8590 0.2121
O 2.0513 -4.9573 0.9296
C 1.2192 -3.9250 1.1861
C 1.5179 -2.7631 1.8782
C 2.8686 -2.4833 2.4535
C 0.4704 -1.8473 1.9999
O 0.7731 -0.7006 2.6600
C -0.1176 0.3046 2.8117
O 0.2668 1.3169 3.3620
C -1.4715 0.1074 2.3059
C -2.3773 1.2971 2.4848
C -2.6108 2.0179 1.1430
C -1.3811 1.8962 0.2498
O -1.4056 1.2827 -0.8020
N -0.2901 2.5185 0.7260
C 1.0176 2.4397 0.1133
C 1.4514 3.7941 -0.4485
C 0.6608 4.1354 -1.7178
N 1.0992 3.2717 -2.8032
C 1.9458 3.9185 -3.7887
C 1.1361 4.7585 -4.7879
O 0.1408 3.9840 -5.4215
C -0.7263 3.3939 -4.4708
C 0.0533 2.5232 -3.4797
C -1.8180 -1.0405 1.6697
C -3.1952 -1.2647 1.1345
C -0.8213 -2.0710 1.4717
C -1.0724 -3.2487 0.7678
C -0.0538 -4.1735 0.6260
H -1.3658 -5.5612 -1.5868
H -0.6534 -7.1179 -1.1350
H -1.8696 -6.3571 -0.0975
H 1.8448 -6.7528 -0.0808
H 3.5281 -3.3291 2.2842
H 2.7890 -2.2904 3.5217
H 3.2941 -1.5941 1.9913
H -3.3348 1.0011 2.9173
H -1.8876 1.9715 3.1897
H -2.8400 3.0702 1.3186
H -3.4433 1.5682 0.6022
H -0.3234 2.9278 1.6474
H 1.7327 2.0927 0.8652
H 0.9619 1.7146 -0.7010
H 1.2997 4.5685 0.3063
H 2.5124 3.7520 -0.6941
H -0.4028 3.9804 -1.5203
H 0.8043 5.1964 -1.9582
H 2.6832 4.5434 -3.2818
H 2.4717 3.1312 -4.3380
H 1.7761 5.1412 -5.5851
H 0.6660 5.6099 -4.2682
H -1.4381 2.7969 -5.0426
H -1.2724 4.1839 -3.9299
H -0.6164 2.0828 -2.7405
H 0.5413 1.7147 -4.0335
H -3.5287 -2.2794 1.3389
H -3.1859 -1.1108 0.0559
H -3.9073 -0.5743 1.5739
H -2.0352 -3.4395 0.3261

Values from the calculation:
net charge: 0
structure (SMILES): Cc1coc2c(C)c3oc(=O)c(CCC(=O)NCCCN4CCOCC4)c(C)c3cc12
HOMO level: -7.8 eV

Charges in e, computed with Löwdin, in the same order as the atoms:
1 C -0.036
2 C -0.211
3 C -0.040
4 O 0.072
5 C -0.160
6 C -0.101
7 C -0.001
8 C -0.124
9 O 0.141
10 C -0.408
11 O 0.089
12 C -0.098
13 C -0.122
14 C -0.079
15 C -0.509
16 O 0.046
17 N 0.079
18 C -0.167
19 C -0.155
20 C -0.199
21 N -0.171
22 C -0.164
23 C -0.199
24 O -0.139
25 C -0.188
26 C -0.158
27 C -0.132
28 C -0.011
29 C -0.082
30 C 0.059
31 C -0.107
32 H 0.085
33 H 0.079
34 H 0.084
35 H 0.132
36 H 0.082
37 H 0.092
38 H 0.093
39 H 0.117
40 H 0.112
41 H 0.120
42 H 0.112
43 H 0.140
44 H 0.121
45 H 0.121
46 H 0.109
47 H 0.110
48 H 0.117
49 H 0.114
50 H 0.121
51 H 0.124
52 H 0.122
53 H 0.117
54 H 0.123
55 H 0.123
56 H 0.095
57 H 0.127
58 H 0.086
59 H 0.106
60 H 0.076
61 H 0.115

---

# 3
C24H30N2O5 | ωB97M-V/def2-TZVPD

Element x y z (Å)
C -4.0409 0.3211 5.9834
C -2.8756 0.1063 5.0848
O -3.1483 -0.2804 3.7982
C -1.9632 -0.4125 3.1721
C -1.7346 -0.7792 1.8630
C -0.4097 -0.8475 1.4495
O -0.2087 -1.2116 0.1607
C 1.0273 -1.2798 -0.3830
O 1.1091 -1.6093 -1.5493
C 2.1752 -0.9770 0.4618
C 3.4914 -1.0179 -0.2638
C 4.0635 0.3929 -0.4838
C 2.9986 1.3541 -0.9970
O 2.2785 1.9794 -0.2434
N 2.9540 1.4828 -2.3380
C 2.1060 2.4397 -3.0127
C 1.1433 1.8001 -4.0111
C 0.0867 0.9516 -3.3069
N -0.7580 0.2426 -4.2507
C -1.7569 1.0898 -4.8764
C -2.5192 0.2722 -5.9200
O -3.1431 -0.8512 -5.3475
C -2.1877 -1.6659 -4.7026
C -1.4247 -0.8923 -3.6309
C 2.0109 -0.6582 1.7706
C 3.1668 -0.3843 2.6795
C 0.6730 -0.5640 2.3131
C 0.4067 -0.1840 3.6293
C -0.9055 -0.1099 4.0606
C -1.5399 0.2278 5.3045
C -0.8470 0.6271 6.5600
H -4.9449 -0.0071 5.4783
H -4.1431 1.3759 6.2363
H -3.9225 -0.2422 6.9072
H -2.5305 -1.0040 1.1737
H 4.2207 -1.6232 0.2792
H 3.3109 -1.4882 -1.2326
H 4.9014 0.3411 -1.1806
H 4.4183 0.7989 0.4639
H 3.5050 0.8698 -2.9173
H 2.7439 3.1648 -3.5340
H 1.5496 2.9605 -2.2298
H 0.6719 2.6011 -4.5823
H 1.6932 1.1669 -4.7097
H 0.5970 0.1977 -2.7073
H -0.5038 1.5885 -2.6246
H -1.2670 1.9294 -5.3720
H -2.4730 1.4868 -4.1324
H -3.3146 0.8677 -6.3730
H -1.8137 -0.0516 -6.7008
H -2.7425 -2.4957 -4.2617
H -1.4732 -2.0541 -5.4437
H -0.6726 -1.5347 -3.1722
H -2.1337 -0.5629 -2.8501
H 4.1044 -0.7014 2.2358
H 3.0390 -0.9096 3.6239
H 3.2218 0.6843 2.8837
H 1.2062 0.0615 4.3077
H -1.5659 0.8085 7.3536
H -0.2677 1.5351 6.3968
H -0.1605 -0.1567 6.8778

Values from the calculation:
net charge: 0
structure (SMILES): Cc1oc2cc3oc(=O)c(CCC(=O)NCCCN4CCOCC4)c(C)c3cc2c1C
HOMO level: -8.0 eV

Charges in e, computed with Löwdin, in the same order as the atoms:
1 C 0.001
2 C -0.245
3 O 0.103
4 C -0.191
5 C 0.110
6 C -0.164
7 O 0.143
8 C -0.396
9 O 0.080
10 C -0.095
11 C -0.121
12 C -0.085
13 C -0.501
14 O 0.065
15 N 0.070
16 C -0.182
17 C -0.162
18 C -0.202
19 N -0.167
20 C -0.173
21 C -0.204
22 O -0.137
23 C -0.195
24 C -0.167
25 C -0.136
26 C -0.015
27 C -0.088
28 C 0.059
29 C -0.105
30 C -0.177
31 C -0.024
32 H 0.086
33 H 0.089
34 H 0.086
35 H 0.136
36 H 0.118
37 H 0.114
38 H 0.114
39 H 0.112
40 H 0.148
41 H 0.120
42 H 0.120
43 H 0.102
44 H 0.116
45 H 0.093
46 H 0.137
47 H 0.114
48 H 0.131
49 H 0.123
50 H 0.125
51 H 0.124
52 H 0.126
53 H 0.109
54 H 0.133
55 H 0.074
56 H 0.088
57 H 0.106
58 H 0.114
59 H 0.074
60 H 0.086
61 H 0.085

---

# 4
C24H30N2O5S | ωB97M-V/def2-TZVPD

Element x y z (Å)
C 3.8097 7.6776 4.7012
C 3.9373 6.2088 4.3466
O 2.7816 5.8217 3.5964
C 2.7611 4.5751 3.1264
O 3.6594 3.7898 3.2947
C 1.4614 4.3087 2.3890
C 0.5523 3.4102 3.2437
C 1.0942 1.9843 3.3037
N 1.2336 1.4443 1.9647
C 0.4235 0.4343 1.5755
O -0.4097 -0.0352 2.3307
C 0.5911 -0.1074 0.1566
C 0.0799 -1.5489 0.0951
C 0.1462 -2.0737 -1.3344
N -0.6299 -1.2175 -2.2048
S -0.8387 -1.8853 -3.7349
O 0.3899 -2.4531 -4.2228
O -1.4883 -0.8964 -4.5449
C -1.9905 -3.1984 -3.3623
C -3.2136 -2.8440 -2.7809
C -4.1215 -3.8206 -2.4826
C -3.8389 -5.1777 -2.7590
C -4.7584 -6.2064 -2.4658
C -4.4615 -7.5109 -2.7476
C -3.2321 -7.8496 -3.3348
C -2.3176 -6.8776 -3.6309
C -2.5943 -5.5228 -3.3533
C -1.6742 -4.4931 -3.6466
C -0.1367 0.1436 -2.2262
C -0.2268 0.7408 -0.8256
C 2.1767 2.1998 1.1746
C 1.6995 3.6485 1.0253
H 3.7482 8.2776 3.7974
H 4.6758 7.9899 5.2770
H 2.9118 7.8439 5.2900
H 4.8296 6.0177 3.7404
H 3.9972 5.5842 5.2448
H 0.9770 5.2797 2.2483
H 0.4637 3.8151 4.2528
H -0.4420 3.3934 2.7929
H 0.4089 1.3375 3.8533
H 2.0757 1.9750 3.7871
H 1.6454 -0.1015 -0.1339
H -0.9507 -1.5715 0.4492
H 0.6771 -2.1851 0.7494
H 1.1905 -2.1241 -1.6790
H -0.2809 -3.0771 -1.3970
H -3.4027 -1.8007 -2.5878
H -5.0710 -3.5708 -2.0323
H -5.7040 -5.9434 -2.0144
H -5.1719 -8.2921 -2.5207
H -3.0162 -8.8855 -3.5505
H -1.3697 -7.1290 -4.0832
H -0.7188 -4.7171 -4.0964
H 0.9065 0.1721 -2.5797
H -0.7576 0.6929 -2.9350
H -1.2687 0.7437 -0.5021
H 0.1331 1.7701 -0.8517
H 2.3113 1.7593 0.1893
H 3.1400 2.1974 1.6953
H 2.4402 4.2146 0.4582
H 0.7577 3.6648 0.4718

Values from the calculation:
net charge: 0
structure (SMILES): CCOC(=O)C1CCN(C(=O)C2CCN(S(=O)(=O)c3ccc4ccccc4c3)CC2)CC1
HOMO level: -8.7 eV

Charges in e, computed with Löwdin, in the same order as the atoms:
1 C -0.065
2 C -0.221
3 O 0.004
4 C -0.468
5 O 0.115
6 C -0.216
7 C -0.100
8 C -0.124
9 N -0.036
10 C -0.421
11 O 0.060
12 C -0.233
13 C -0.122
14 C -0.201
15 N -0.237
16 S 0.679
17 O -0.285
18 O -0.280
19 C -0.278
20 C -0.050
21 C -0.009
22 C -0.159
23 C -0.032
24 C -0.076
25 C -0.077
26 C -0.027
27 C -0.150
28 C 0.005
29 C -0.195
30 C -0.111
31 C -0.136
32 C -0.106
33 H 0.077
34 H 0.078
35 H 0.077
36 H 0.127
37 H 0.129
38 H 0.147
39 H 0.125
40 H 0.128
41 H 0.123
42 H 0.127
43 H 0.140
44 H 0.125
45 H 0.129
46 H 0.130
47 H 0.121
48 H 0.116
49 H 0.116
50 H 0.112
51 H 0.104
52 H 0.103
53 H 0.115
54 H 0.123
55 H 0.137
56 H 0.118
57 H 0.136
58 H 0.108
59 H 0.114
60 H 0.124
61 H 0.126
62 H 0.115

---

> What is the HOMO level in the first record?

-14.6 eV

---

> Among the records above, which one has the highest HOMO level?

number 2